Entry 1:
This record from the OMol25 dataset describes 9 unconnected molecules or ions with the total composition H19O9 at a distorted geometry. The level of theory is ωB97M-V/def2-TZVPD.

Values from the calculation:
- gap between HOMO and LUMO (eV) = 10.3
- charge = +1
- energy (eV) = -18728.21295
- lowest unoccupied orbital energy (Ha) = -0.112

Each line ends with the natural charge from an NBO analysis.
Element x y z (Å)
O1 -0.219033 1.990154 -4.052632  -0.95
H1 1.609473 0.397015 -2.116862  0.49
H2 -0.505948 -1.360722 -1.199344  0.54
O2 -3.523309 0.678257 0.610011  -0.95
H3 -1.188479 0.052706 3.961450  0.50
O3 2.547046 -1.562425 -2.683145  -0.98
H4 0.938045 -0.888329 3.809194  0.48
H5 3.007063 -1.703201 -1.873876  0.48
O4 -0.934655 1.141119 0.536271  -0.84
H6 2.989992 -1.528264 -3.521817  0.50
H7 -4.291174 0.441225 1.158315  0.50
O5 -1.558344 0.806639 3.430339  -0.97
H8 0.341813 1.270458 -1.899608  0.48
H9 -1.339721 1.541191 3.979726  0.47
O6 0.651878 0.395622 -2.110166  -0.97
H10 -0.318158 0.305527 0.372282  0.56
H11 -0.639524 1.518479 1.483029  0.57
O7 2.809031 -1.492501 0.967136  -0.92
H12 0.265571 1.558605 -4.746762  0.48
H13 2.200977 -0.840243 0.663483  0.46
O8 0.444254 -0.661948 3.016708  -0.95
H14 -1.759234 0.582479 0.754253  0.58
H15 3.488511 -1.266474 0.300609  0.46
O9 -0.523336 -1.136466 -0.239461  -0.96
H16 0.465518 -1.648756 2.864488  0.47
H17 -3.727294 1.585978 0.425543  0.49
H18 -1.122923 1.726449 -4.052178  0.47
H19 -0.108047 -1.902571 0.163011  0.50

Atoms 1-2, force components in eV/Å:
O 0.72 1.33 0.62
H 0.19 -0.02 -0.24


Entry 2:
This record from the OMol25 dataset describes C16H19N5O in the gas phase at a distorted geometry. The level of theory is ωB97M-V/def2-TZVPD.

Values from the calculation:
- gap between HOMO and LUMO (eV) = 8.5
- charge = 0
- energy (eV) = -26397.59626
- lowest unoccupied orbital energy (Ha) = 0.011

Each line ends with the natural charge from an NBO analysis.
Element x y z (Å)
O1 -0.813209 4.179602 1.985557  -0.60
N1 0.092886 2.778355 0.470213  -0.59
N2 -1.213998 0.802343 -0.023985  -0.63
C1 -0.957946 3.185764 1.277011  0.61
C2 -0.109719 1.649250 -0.098239  0.60
C3 -2.258434 1.223324 0.655809  0.45
C4 -2.207811 2.483824 1.303588  -0.29
C5 -3.403231 2.699949 1.936302  0.10
C6 4.630187 -0.930554 -2.612280  -0.22
C7 4.032256 -1.699288 -0.409165  -0.22
C8 3.797243 0.179089 -2.406091  -0.19
C9 3.204022 -0.612065 -0.249802  -0.16
C10 4.759187 -1.877962 -1.582113  -0.02
C11 3.066099 0.330248 -1.233033  -0.06
N3 -4.210346 1.578613 1.793349  -0.38
N4 0.858715 1.090433 -0.877412  -0.58
N5 -3.486006 0.637366 0.993415  -0.22
C12 5.594425 -3.133785 -1.685495  -0.63
C13 2.235123 1.604762 -0.981938  -0.23
C14 -5.242305 -0.835838 0.185492  -0.61
C15 -3.774654 -1.549948 2.085135  -0.62
C16 -3.853981 -0.785358 0.779013  -0.05
H1 -3.598962 3.583850 2.499695  0.25
H2 5.207728 -1.034408 -3.547165  0.21
H3 4.139403 -2.417481 0.382516  0.20
H4 3.753165 0.905092 -3.185261  0.21
H5 2.649651 -0.547108 0.675617  0.21
H6 -4.817760 1.293769 2.543421  0.42
H7 0.707305 0.136878 -1.075825  0.41
H8 6.411839 -3.074414 -0.929599  0.22
H9 6.025226 -3.262947 -2.684068  0.22
H10 4.948995 -4.017664 -1.454036  0.22
H11 2.646177 2.133622 -0.102828  0.23
H12 2.339534 2.257877 -1.835603  0.20
H13 -6.001872 -0.492224 0.902060  0.20
H14 -5.486769 -1.853880 -0.153937  0.22
H15 -5.259895 -0.220359 -0.702296  0.23
H16 -4.131713 -2.578592 1.961099  0.22
H17 -4.358733 -1.048733 2.890490  0.20
H18 -2.762206 -1.567154 2.472233  0.23
H19 -3.149621 -1.194244 0.038156  0.25

Atoms 1-2, force components in eV/Å:
O -0.33 -0.15 0.05
N -0.91 0.69 0.84


Entry 3:
This record from the OMol25 dataset describes a molecular structure, C41H65BBrEuN4O2P2S at a distorted geometry. The level of theory is ωB97M-V/def2-TZVPD.

Values from the calculation:
- gap between HOMO and LUMO (alpha / beta) (eV) = 5.6 / 6.0
- charge = -1
- energy (eV) = -173092.85378
- lowest unoccupied orbital energy (alpha / beta) (Ha) = 0.084 / 0.084
- multiplicity = 8
- <S²> = 15.7604

Each line ends with the Löwdin charge.
Element x y z (Å)
Eu1 0.186869 -1.226876 -0.887683  1.27
C1 4.628278 -2.722365 1.966620  -0.11
C2 3.336581 -2.084728 2.490101  -0.71
C3 3.373895 -1.999668 4.019470  -0.10
C4 2.167341 -3.003440 2.089558  -0.14
P1 2.992591 -0.490588 1.552802  1.12
C5 1.683253 0.250770 2.663229  -0.32
N1 0.828044 1.162680 1.914924  -0.06
B1 0.133360 0.828704 0.645996  -0.48
N2 -0.376847 2.169870 0.281917  -0.06
C6 -1.160606 2.481115 -0.890548  -0.32
P2 -0.453015 1.729764 -2.437728  1.12
C7 -1.831943 2.174012 -3.645242  -0.70
C8 -1.939541 3.645573 -4.046180  -0.10
C9 -3.182282 1.752508 -3.037448  -0.11
C10 -1.603453 1.301455 -4.893715  -0.11
C11 1.043883 2.841114 -2.760654  -0.67
C12 1.519315 2.630819 -4.204527  -0.11
C13 2.154138 2.301781 -1.830434  -0.11
C14 0.893717 4.339302 -2.463751  -0.09
C15 -0.096819 3.125058 1.253784  -0.19
C16 -0.422199 4.471481 1.348544  -0.04
C17 -0.011766 5.193680 2.479773  -0.13
C18 0.697717 4.568467 3.496767  -0.13
C19 1.028408 3.207091 3.405176  -0.05
C20 0.646872 2.493282 2.277443  -0.21
C21 4.427667 0.698179 1.822311  -0.70
C22 5.486187 0.365587 0.755169  -0.11
C23 5.078550 0.729949 3.202497  -0.10
C24 3.888884 2.098602 1.503270  -0.09
H1 4.687285 -3.766243 2.314674  0.09
H2 5.520053 -2.200011 2.332020  0.06
H3 4.639774 -2.734691 0.871146  0.06
H4 3.462359 -3.016898 4.432384  0.08
H5 2.456782 -1.560852 4.427657  0.07
H6 4.220970 -1.422320 4.390758  0.05
H7 2.203918 -3.927835 2.686606  0.08
H8 2.238161 -3.273135 1.033023  0.02
H9 1.196063 -2.527585 2.263562  0.03
H10 2.133056 0.767963 3.512159  0.07
H11 1.093708 -0.573429 3.061223  0.06
H12 -1.256630 3.559983 -1.009932  0.07
H13 -2.167412 2.080714 -0.790714  0.07
H14 -2.027539 4.300006 -3.171800  0.07
H15 -2.847548 3.782284 -4.653838  0.08
H16 -1.091461 3.982005 -4.645772  0.06
H17 -3.522703 2.459455 -2.272852  0.07
H18 -3.136994 0.750520 -2.604510  0.05
H19 -3.935015 1.746961 -3.840119  0.08
H20 -0.641550 1.504335 -5.374056  0.06
H21 -2.399387 1.493544 -5.630830  0.08
H22 -1.630604 0.241663 -4.623243  0.07
H23 1.618174 1.565326 -4.442227  0.05
H24 2.513069 3.086138 -4.327749  0.09
H25 0.847675 3.091994 -4.935499  0.06
H26 2.209331 1.217300 -1.821756  0.06
H27 1.996456 2.638726 -0.804404  0.05
H28 3.133317 2.674401 -2.175401  0.09
H29 0.176823 4.835020 -3.122018  0.06
H30 1.870556 4.827081 -2.612897  0.09
H31 0.603385 4.523152 -1.423283  0.06
H32 -0.992804 4.967048 0.567640  0.09
H33 -0.262712 6.247237 2.563736  0.09
H34 0.993966 5.134492 4.375096  0.09
H35 1.566885 2.725003 4.215113  0.10
H36 5.874290 -0.653463 0.843098  0.06
H37 6.334457 1.061381 0.852483  0.08
H38 5.066482 0.475029 -0.251507  0.07
H39 5.652525 -0.179733 3.404351  0.06
H40 4.343085 0.863625 4.004171  0.07
H41 5.779135 1.578835 3.251961  0.08
H42 3.309175 2.104773 0.575715  0.05
H43 4.739827 2.786514 1.376323  0.09
H44 3.254126 2.495815 2.298238  0.06
Br1 -4.054865 -4.600236 -2.140031  0.78
C25 -4.408566 -3.110080 -1.024438  -0.62
C26 -5.633399 -3.070436 -0.371593  -0.14
C27 -5.927268 -2.008693 0.474474  -0.09
C28 -5.002384 -0.985660 0.652090  -0.08
C29 -3.793622 -1.026543 -0.028567  -0.04
C30 -3.474709 -2.092563 -0.872894  -0.17
C31 -2.103858 -2.071825 -1.530474  -0.74
O1 -1.300948 -2.996985 -1.311593  -0.14
O2 -1.792881 -1.017607 -2.161531  -0.19
H45 -6.346417 -3.874232 -0.520891  0.09
H46 -6.882987 -1.981969 0.990702  0.10
H47 -5.223086 -0.156535 1.314904  0.10
H48 -3.058980 -0.236144 0.097235  0.11
C32 -1.424505 -6.166406 2.315176  -0.05
C33 -1.830063 -4.733544 2.641071  -0.65
C34 -1.348708 -4.369410 4.050947  -0.06
C35 -3.346601 -4.594830 2.551797  -0.05
N3 -1.231666 -3.905656 1.590518  -0.07
N4 -1.261302 -2.512893 1.816656  0.03
H49 -2.001524 -6.878260 2.916266  0.08
H50 -0.357930 -6.327301 2.522949  0.08
H51 -1.605715 -6.367697 1.254738  0.09
H52 -1.642742 -5.147065 4.767766  0.08
H53 -1.781449 -3.426106 4.399733  0.07
H54 -0.254570 -4.283567 4.074136  0.08
H55 -3.837607 -5.196044 3.329810  0.08
H56 -3.694322 -4.931295 1.565828  0.08
H57 -3.658657 -3.552029 2.686031  0.07
H58 -0.285560 -4.186381 1.393772  0.09
H59 -0.997827 -2.332717 2.777770  0.06
H60 -2.219396 -2.220306 1.703596  0.05
S1 2.517930 -2.604343 -1.629546  0.39
C36 3.273221 -1.596616 -2.863231  -0.74
C37 2.556968 -1.101826 -3.970900  -0.15
C38 3.169577 -0.321007 -4.947598  -0.14
C39 4.512664 0.019917 -4.850074  -0.13
C40 5.237794 -0.439102 -3.751702  -0.11
C41 4.632456 -1.232371 -2.779940  -0.15
H61 1.517259 -1.351267 -4.059950  0.08
H62 2.590166 0.022340 -5.798747  0.10
H63 4.987563 0.624802 -5.615146  0.09
H64 6.285128 -0.170053 -3.647879  0.09
H65 5.204401 -1.592266 -1.930014  0.08

Atoms 1-2, force components in eV/Å:
Eu 1.85 -0.13 -0.17
C 0.06 -0.13 0.07


Copy entry 2 word for word.
This record from the OMol25 dataset describes C16H19N5O in the gas phase at a distorted geometry. The level of theory is ωB97M-V/def2-TZVPD.

Values from the calculation:
- gap between HOMO and LUMO (eV) = 8.5
- charge = 0
- energy (eV) = -26397.59626
- lowest unoccupied orbital energy (Ha) = 0.011

Each line ends with the natural charge from an NBO analysis.
Element x y z (Å)
O1 -0.813209 4.179602 1.985557  -0.60
N1 0.092886 2.778355 0.470213  -0.59
N2 -1.213998 0.802343 -0.023985  -0.63
C1 -0.957946 3.185764 1.277011  0.61
C2 -0.109719 1.649250 -0.098239  0.60
C3 -2.258434 1.223324 0.655809  0.45
C4 -2.207811 2.483824 1.303588  -0.29
C5 -3.403231 2.699949 1.936302  0.10
C6 4.630187 -0.930554 -2.612280  -0.22
C7 4.032256 -1.699288 -0.409165  -0.22
C8 3.797243 0.179089 -2.406091  -0.19
C9 3.204022 -0.612065 -0.249802  -0.16
C10 4.759187 -1.877962 -1.582113  -0.02
C11 3.066099 0.330248 -1.233033  -0.06
N3 -4.210346 1.578613 1.793349  -0.38
N4 0.858715 1.090433 -0.877412  -0.58
N5 -3.486006 0.637366 0.993415  -0.22
C12 5.594425 -3.133785 -1.685495  -0.63
C13 2.235123 1.604762 -0.981938  -0.23
C14 -5.242305 -0.835838 0.185492  -0.61
C15 -3.774654 -1.549948 2.085135  -0.62
C16 -3.853981 -0.785358 0.779013  -0.05
H1 -3.598962 3.583850 2.499695  0.25
H2 5.207728 -1.034408 -3.547165  0.21
H3 4.139403 -2.417481 0.382516  0.20
H4 3.753165 0.905092 -3.185261  0.21
H5 2.649651 -0.547108 0.675617  0.21
H6 -4.817760 1.293769 2.543421  0.42
H7 0.707305 0.136878 -1.075825  0.41
H8 6.411839 -3.074414 -0.929599  0.22
H9 6.025226 -3.262947 -2.684068  0.22
H10 4.948995 -4.017664 -1.454036  0.22
H11 2.646177 2.133622 -0.102828  0.23
H12 2.339534 2.257877 -1.835603  0.20
H13 -6.001872 -0.492224 0.902060  0.20
H14 -5.486769 -1.853880 -0.153937  0.22
H15 -5.259895 -0.220359 -0.702296  0.23
H16 -4.131713 -2.578592 1.961099  0.22
H17 -4.358733 -1.048733 2.890490  0.20
H18 -2.762206 -1.567154 2.472233  0.23
H19 -3.149621 -1.194244 0.038156  0.25

Atoms 1-2, force components in eV/Å:
O -0.33 -0.15 0.05
N -0.91 0.69 0.84